45
Properties=species:S:1:pos:R:3 method="wB97M-V/def2-TZVPD" homo_ev=-8.382 lumo_energy_ev=-0.1777 orbital_gap_ev=8.20 smiles=Clc1ccc([C@H](NC2CC2)c2ccc(-c3ncnc4nc[nH]c34)cc2)cc1 energy_ha=-1544.9842
Cl 6.812 -2.447 1.140
N -4.069 -0.236 -5.409
N -3.525 2.060 -5.076
N -2.113 2.583 -3.255
C -3.819 -1.309 -4.695
C -2.841 2.937 -4.308
C -3.408 0.791 -4.755
C -2.033 1.271 -2.898
C 4.701 -0.958 0.252
C 4.507 -1.875 2.461
C -0.500 -0.281 -1.625
C -1.035 1.890 -0.713
C 3.416 -0.385 0.330
C 3.272 -1.223 2.608
C 0.319 -0.554 -0.522
C -0.192 1.652 0.400
C 5.217 -1.739 1.284
C -1.184 0.952 -1.742
C -2.711 0.349 -3.660
C 2.650 -0.555 1.522
C 0.514 0.425 0.502
N -2.998 -1.009 -3.639
N 0.491 -0.688 2.581
C 1.341 0.174 1.728
C -1.525 0.495 3.564
C -1.285 -0.720 4.450
C -0.103 -0.017 3.742
H -4.245 -2.272 -4.922
H -2.847 3.983 -4.565
H 5.322 -0.828 -0.642
H 4.996 -2.378 3.277
H -0.652 -1.030 -2.414
H -1.557 2.845 -0.767
H 3.005 0.212 -0.487
H 2.726 -1.270 3.562
H 0.822 -1.521 -0.481
H -0.136 2.441 1.121
H -2.751 -1.668 -2.891
H -0.206 -1.194 2.065
H 1.590 1.127 2.186
H -1.799 1.415 4.059
H -2.017 0.341 2.606
H -1.253 -0.598 5.558
H -1.529 -1.717 4.074
H 0.629 0.530 4.391